(1)
DFT (wB97M-V/def2-TZVPD) results for C15H15BFNO3 in the gas phase in a non-equilibrium geometry.

Each line ends with the Mulliken charge.
Element x y z (Å)
1 C 3.013 1.931 3.752  -1.405
2 C 1.552 2.223 3.272  0.137
3 N 1.109 3.659 3.560  -0.653
4 C 1.498 1.762 1.800  0.034
5 C 1.366 0.400 1.528  -0.454
6 C 1.279 -0.198 0.290  -0.550
7 C 1.278 0.648 -0.800  0.380
8 O 0.971 0.195 -2.066  -0.493
9 C -0.004 -0.793 -2.100  0.546
10 C 0.203 -1.706 -3.088  -0.740
11 C -0.805 -2.598 -3.334  -0.842
12 C -1.995 -2.587 -2.591  0.432
13 C -2.232 -1.681 -1.549  -0.169
14 C -1.230 -0.735 -1.387  -0.276
15 B -3.587 -2.132 -1.144  0.511
16 O -4.291 -1.679 -0.010  -0.596
17 O -4.101 -3.138 -1.985  -0.452
18 C -3.146 -3.448 -2.898  -0.373
19 C 1.380 2.046 -0.630  0.116
20 F 1.213 2.731 -1.714  -0.287
21 C 1.467 2.589 0.683  -0.340
22 H 3.099 0.872 3.774  0.415
23 H 3.709 2.364 3.057  0.367
24 H 3.182 2.341 4.739  0.406
25 H 0.950 1.519 3.915  0.301
26 H 1.946 4.256 3.486  0.260
27 H 0.369 3.930 2.990  0.266
28 H 1.476 -0.222 2.403  0.339
29 H 1.350 -1.296 0.248  0.389
30 H 1.198 -1.946 -3.524  0.337
31 H -0.757 -3.290 -4.124  0.495
32 H -1.363 0.140 -0.767  0.533
33 H -5.183 -2.050 0.030  0.292
34 H -3.541 -3.293 -3.891  0.294
35 H -2.884 -4.457 -2.675  0.287
36 H 1.510 3.642 0.752  0.491

Computed properties:
SMILES string: C[C@@H](N)c1ccc(Oc2ccc3c(c2)B(O)OC3)c(F)c1
2S+1: 1
Kohn-Sham gap: 8.9 eV
Largest force on an atom: 4.113 eV Å⁻¹
Energy relative to the best compared isomer or geometry (same formula, charge and spin): 2.209 eV
E: -26825.9117 eV

(2)
DFT (wB97M-V/def2-TZVPD) results for a molecular structure, C15H15BIMnN10.

Each line ends with the Löwdin spin population.
Element x y z (Å)
1 Mn -0.010 -0.718 1.573  3.831
2 C 0.237 3.264 2.277  0.009
3 C 0.168 1.972 2.740  0.011
4 N 0.075 1.148 1.655  -0.054
5 N 0.085 1.891 0.533  0.000
6 C 0.187 3.168 0.883  0.038
7 B 0.039 1.121 -0.857  0.002
8 N 1.293 0.186 -0.810  0.003
9 C 2.398 0.109 -1.559  0.006
10 C 3.265 -0.831 -1.003  0.005
11 C 2.617 -1.302 0.109  0.013
12 N 1.403 -0.710 0.217  0.004
13 N -1.256 0.218 -0.780  0.005
14 C -2.303 0.193 -1.610  0.012
15 C -3.299 -0.612 -1.071  0.009
16 C -2.781 -1.058 0.127  0.014
17 N -1.528 -0.577 0.288  0.043
18 N -0.037 2.074 -1.967  0.000
19 C -0.991 3.059 -2.137  0.000
20 C -0.725 3.690 -3.311  0.000
21 C 0.408 3.020 -3.824  0.000
22 N 0.835 2.061 -3.026  0.000
23 H 0.317 4.163 2.864  -0.001
24 H 0.180 1.600 3.752  0.001
25 H 0.227 3.938 0.126  0.001
26 H 2.470 0.721 -2.445  0.000
27 H 4.232 -1.121 -1.377  0.000
28 H 2.942 -2.044 0.821  0.001
29 H -2.278 0.748 -2.536  0.001
30 H -4.268 -0.819 -1.491  0.001
31 H -3.249 -1.671 0.883  0.001
32 H -1.772 3.231 -1.410  0.000
33 H -1.268 4.505 -3.755  0.000
34 H 0.939 3.222 -4.742  0.000
35 I -1.040 -6.738 1.661  0.666
36 C -0.278 -4.958 2.053  0.130
37 C 0.839 -4.686 2.864  0.078
38 N 0.995 -3.379 2.849  0.045
39 N 0.041 -2.737 2.091  0.051
40 C -0.729 -3.690 1.597  0.071
41 H 1.493 -5.338 3.429  0.001
42 H 1.678 -2.853 3.383  0.002
43 H -1.552 -3.458 0.937  0.001

Computed properties:
2S+1: 6
Kohn-Sham gap (alpha / beta): 4.3 / 2.6 eV
Largest force on an atom: 0.938 eV Å⁻¹
Total charge: +3
Energy relative to the best compared isomer or geometry (same formula, charge and spin): 0.067 eV
E: -70768.6670 eV

Please write out number 2 again, unchanged.
DFT (wB97M-V/def2-TZVPD) results for a molecular structure, C15H15BIMnN10.

Each line ends with the Löwdin spin population.
Element x y z (Å)
1 Mn -0.010 -0.718 1.573  3.831
2 C 0.237 3.264 2.277  0.009
3 C 0.168 1.972 2.740  0.011
4 N 0.075 1.148 1.655  -0.054
5 N 0.085 1.891 0.533  0.000
6 C 0.187 3.168 0.883  0.038
7 B 0.039 1.121 -0.857  0.002
8 N 1.293 0.186 -0.810  0.003
9 C 2.398 0.109 -1.559  0.006
10 C 3.265 -0.831 -1.003  0.005
11 C 2.617 -1.302 0.109  0.013
12 N 1.403 -0.710 0.217  0.004
13 N -1.256 0.218 -0.780  0.005
14 C -2.303 0.193 -1.610  0.012
15 C -3.299 -0.612 -1.071  0.009
16 C -2.781 -1.058 0.127  0.014
17 N -1.528 -0.577 0.288  0.043
18 N -0.037 2.074 -1.967  0.000
19 C -0.991 3.059 -2.137  0.000
20 C -0.725 3.690 -3.311  0.000
21 C 0.408 3.020 -3.824  0.000
22 N 0.835 2.061 -3.026  0.000
23 H 0.317 4.163 2.864  -0.001
24 H 0.180 1.600 3.752  0.001
25 H 0.227 3.938 0.126  0.001
26 H 2.470 0.721 -2.445  0.000
27 H 4.232 -1.121 -1.377  0.000
28 H 2.942 -2.044 0.821  0.001
29 H -2.278 0.748 -2.536  0.001
30 H -4.268 -0.819 -1.491  0.001
31 H -3.249 -1.671 0.883  0.001
32 H -1.772 3.231 -1.410  0.000
33 H -1.268 4.505 -3.755  0.000
34 H 0.939 3.222 -4.742  0.000
35 I -1.040 -6.738 1.661  0.666
36 C -0.278 -4.958 2.053  0.130
37 C 0.839 -4.686 2.864  0.078
38 N 0.995 -3.379 2.849  0.045
39 N 0.041 -2.737 2.091  0.051
40 C -0.729 -3.690 1.597  0.071
41 H 1.493 -5.338 3.429  0.001
42 H 1.678 -2.853 3.383  0.002
43 H -1.552 -3.458 0.937  0.001

Computed properties:
2S+1: 6
Kohn-Sham gap (alpha / beta): 4.3 / 2.6 eV
Largest force on an atom: 0.938 eV Å⁻¹
Total charge: +3
Energy relative to the best compared isomer or geometry (same formula, charge and spin): 0.067 eV
E: -70768.6670 eV